A cluster of 6 separate species, C29H34B3F40N2O11P in total. Source: the Open Molecules 2025 dataset; level of theory: wB97M-V/def2-TZVPD.

Summary:
Gap between HOMO and LUMO ... 2.796 eV
Electronic energy ... -176149.876 eV
Lowest unoccupied orbital energy ... 3.123 eV
2S+1 ... 1
Charge ... -2

Last column: Löwdin charge in e.
Element x y z (Å)
1 H 7.54 -4.06 3.40  0.167
2 H -5.33 1.29 -0.59  0.144
3 F -7.81 3.70 -2.44  0.121
4 H 7.62 -3.12 -0.08  0.153
5 C 0.99 -3.23 1.82  -0.127
6 F 1.03 -7.52 -8.42  0.087
7 F 7.70 -6.84 -1.32  0.125
8 O -1.90 7.88 4.09  0.054
9 F 7.76 -6.63 0.84  0.136
10 F -3.09 1.45 -0.32  0.105
11 C -2.75 8.06 5.15  -0.540
12 H 2.72 -6.91 -9.31  0.170
13 B 2.13 0.02 -0.36  -0.638
14 C 1.31 -2.76 -6.75  -0.288
15 H 2.64 0.13 -2.59  0.068
16 H -5.45 2.93 -0.03  0.135
17 H 0.10 -0.22 -2.39  -0.012
18 C -2.65 -0.80 4.01  -0.295
19 F -3.71 1.54 6.46  0.108
20 C -5.43 1.76 4.84  -0.544
21 F 6.69 -2.25 1.80  0.125
22 H 3.24 -4.29 -5.56  0.153
23 O 2.89 1.87 1.17  -0.156
24 N 1.96 -2.29 1.25  -0.094
25 F -4.58 5.10 1.56  0.085
26 F -3.44 4.74 -1.54  0.072
27 H -3.05 -1.51 3.28  0.176
28 H -1.16 0.56 -1.63  -0.021
29 H -3.67 1.86 2.12  0.131
30 N -0.26 0.68 -2.08  -0.203
31 C 1.99 -6.57 -8.58  -0.289
32 H 8.40 -4.30 0.93  0.141
33 F -5.75 0.45 4.74  0.144
34 F -1.40 -1.18 4.33  0.105
35 H -3.07 3.95 0.27  0.143
36 C 2.74 -2.97 -7.23  -0.438
37 F -3.39 -0.85 5.14  0.079
38 F 6.35 -5.58 2.90  0.080
39 C 7.44 -4.02 0.51  -0.031
40 H -1.45 8.11 2.18  0.152
41 F 3.32 -7.48 -6.91  0.128
42 F -3.98 8.43 4.75  0.142
43 F 2.78 -3.08 -8.59  0.112
44 C -3.63 2.40 -1.13  -0.442
45 F 5.20 -3.68 1.11  0.152
46 F -3.20 5.74 5.37  0.104
47 H 2.99 -2.61 3.03  0.063
48 F 0.77 -1.70 -7.41  0.094
49 C 3.25 0.78 0.58  -0.681
50 F -4.92 6.32 3.34  0.093
51 H 1.52 -4.07 2.29  0.067
52 F -3.70 7.04 7.05  0.087
53 F -6.59 2.45 4.67  0.128
54 H -3.04 8.70 2.55  0.144
55 F -2.26 9.08 5.90  0.134
56 F 1.79 -6.09 -6.25  0.158
57 H -1.82 6.64 6.49  0.178
58 C -2.80 6.82 6.06  -0.282
59 F -1.97 1.45 4.27  0.139
60 C -2.61 0.61 3.42  -0.438
61 C 7.04 -6.31 -0.26  -0.542
62 F 5.77 -8.27 0.02  0.078
63 H 2.32 -0.96 2.93  0.093
64 O 3.63 -5.35 -7.32  0.044
65 O 4.39 0.26 0.72  -0.125
66 O 6.99 -4.96 -0.46  0.054
67 C 2.88 -0.54 -1.75  -0.072
68 C -4.36 6.32 2.11  -0.291
69 C -2.94 3.72 -0.79  -0.315
70 F -1.63 3.64 -1.04  0.113
71 H -0.43 -0.67 1.40  0.053
72 O 1.50 -2.29 -3.12  0.093
73 F 1.40 -5.45 -9.04  0.103
74 H 3.48 -2.79 -0.75  0.082
75 C 6.55 -4.24 2.96  -0.302
76 O -4.58 2.16 3.85  0.048
77 C -5.15 2.32 -0.89  -0.032
78 B 1.29 -1.16 0.53  -0.478
79 F 5.62 -3.73 3.79  0.100
80 B 2.47 -1.97 -2.16  -0.740
81 H -4.63 0.49 2.60  0.146
82 H -4.81 3.19 6.33  0.170
83 F -4.63 4.07 -3.87  0.117
84 F -5.78 1.64 7.17  0.084
85 F -2.44 6.53 0.86  0.119
86 F -6.14 4.70 -1.49  0.144
87 H 0.56 1.79 1.15  0.018
88 F 3.42 -1.83 -6.91  0.119
89 F -6.39 5.35 -4.11  0.081
90 C -4.91 2.11 6.23  -0.284
91 C 6.45 -3.57 1.59  -0.453
92 O 3.07 -3.07 -1.58  0.116
93 C 2.67 -6.32 -7.23  -0.548
94 C -6.45 3.74 -2.38  -0.543
95 O 0.00 1.93 0.36  -0.396
96 H 0.35 -3.66 1.06  0.072
97 F 0.53 -3.83 -7.02  0.082
98 C 2.79 -1.77 2.37  -0.080
99 O -6.03 2.51 -1.99  0.049
100 C -2.85 6.55 2.16  -0.446
101 H 1.29 -2.55 -5.68  0.162
102 O -0.14 -1.12 0.59  0.040
103 F -1.86 0.54 2.29  0.118
104 C 3.53 -4.12 -6.59  -0.023
105 H -4.86 7.08 1.50  0.175
106 C -3.94 1.24 2.98  -0.025
107 H 4.56 -3.77 -6.56  0.148
108 H 5.15 -6.79 -1.19  0.178
109 P 0.92 1.45 -0.97  0.870
110 H 1.00 -3.04 -2.76  0.092
111 H -6.38 3.39 -4.52  0.173
112 H 3.97 -0.51 -1.66  0.081
113 C 5.65 -6.93 -0.23  -0.282
114 C -5.97 4.10 -3.79  -0.289
115 H 3.75 -1.48 1.96  0.057
116 F 4.90 -6.40 0.75  0.114
117 F -3.37 2.03 -2.40  0.136
118 H 0.39 -2.78 2.61  0.065
119 F -2.25 5.52 2.79  0.149
120 C -2.35 7.88 2.75  -0.033



A structure of composition C29H34BaN7O4PSi2. Source: the Open Molecules 2025 dataset; level of theory: wB97M-V/def2-TZVPD.

Summary:
Energy above the lowest of the compared OMol25 structures with the same formula, charge and spin ... 126.5 kJ/mol
Gap between HOMO and LUMO ... 3.743 eV
Electronic energy ... -74987.441 eV
Lowest unoccupied orbital energy ... 3.738 eV
2S+1 ... 1
Charge ... -2

Last column: Löwdin charge in e.
Element x y z (Å)
1 C 2.03 -0.50 3.27  -0.621
2 H 5.80 1.05 1.50  0.070
3 H 2.85 2.41 -5.01  0.105
4 H -1.60 -4.04 -0.08  -0.008
5 H -7.18 -0.44 -3.53  0.076
6 N 1.63 1.89 -2.00  0.037
7 H -3.84 -1.06 1.96  0.004
8 H 4.96 1.13 -4.52  0.083
9 H -2.46 -0.07 -4.76  0.002
10 H -2.05 -3.62 -1.74  -0.006
11 H 1.47 3.94 2.43  0.102
12 H 3.87 -1.73 1.75  0.051
13 N -0.18 0.54 3.41  0.129
14 H -0.90 0.72 -4.44  -0.022
15 C -1.70 0.13 -3.99  -0.295
16 Ba -0.41 0.95 0.30  1.394
17 C 2.60 2.19 -3.99  -0.073
18 C 2.20 3.22 2.10  -0.142
19 H 3.82 3.14 3.63  0.111
20 C -5.23 -1.97 -1.23  -0.145
21 C 3.36 2.84 2.70  -0.075
22 N 3.90 1.88 1.90  -0.127
23 H -3.97 3.08 -2.78  -0.001
24 C 4.87 1.27 -3.45  -0.053
25 H -7.24 -2.34 -1.92  0.077
26 C -2.32 1.78 3.31  -0.674
27 H 4.98 -2.15 0.39  0.078
28 Si -2.48 1.03 -2.45  0.445
29 H 0.49 2.74 -3.59  0.094
30 C -2.36 -3.55 -0.70  -0.314
31 H -5.27 -2.80 -0.53  0.069
32 C 4.02 -2.35 0.86  -0.037
33 C -3.23 2.56 -3.40  -0.337
34 H 2.05 -4.06 -0.12  0.109
35 O 3.04 -0.82 3.92  -0.045
36 C -4.07 -1.20 -1.30  -0.329
37 H -2.38 0.96 5.88  0.104
38 N 2.00 2.50 0.95  -0.032
39 C -1.27 0.93 4.07  -0.177
40 O 1.94 -0.43 2.02  -0.111
41 P 3.58 0.57 -0.50  1.169
42 H 4.68 0.03 2.47  0.054
43 C 0.78 -0.12 4.06  -0.188
44 Si -2.58 -1.69 -0.14  0.470
45 H 5.14 0.34 -2.95  0.066
46 H 3.98 -3.39 1.17  0.088
47 H 5.55 2.05 -3.13  0.085
48 C -0.48 -0.08 6.08  -0.075
49 H -2.79 -2.44 2.25  -0.003
50 N 3.50 1.61 -3.13  -0.141
51 N 2.93 -2.11 -0.07  -0.133
52 H -2.42 3.27 -3.60  -0.022
53 C -6.32 -0.66 -2.91  -0.142
54 N 1.38 -1.03 -1.22  0.014
55 H 0.11 -2.71 -1.55  0.070
56 O -2.10 1.94 2.09  -0.265
57 C 2.86 1.45 -1.93  -0.477
58 H -1.26 -0.83 -3.70  -0.007
59 H 5.44 1.43 3.21  0.087
60 C 3.04 1.67 0.87  -0.496
61 H -4.36 -2.68 1.45  -0.009
62 C 1.03 -2.35 -1.13  -0.146
63 C 5.03 1.04 2.28  -0.047
64 C 1.44 2.35 -3.27  -0.131
65 C 0.67 -0.44 5.41  -0.027
66 H -3.70 2.32 -4.36  -0.010
67 C -4.03 -0.12 -2.22  -0.336
68 C -1.46 0.63 5.41  -0.020
69 H -5.17 0.94 -3.71  0.064
70 C -6.35 -1.72 -2.02  -0.139
71 C 1.98 -3.03 -0.43  -0.060
72 C 2.51 -0.90 -0.55  -0.526
73 H -0.61 -0.33 7.13  0.091
74 C -3.50 -2.00 1.53  -0.303
75 O -3.25 2.23 4.00  -0.024
76 H -3.30 -4.11 -0.59  -0.006
77 C -5.18 0.12 -3.00  -0.141
78 H 1.49 -0.97 5.88  0.101



A cluster of 6 separate species, C29H34BrF15O15 in total. Source: the Open Molecules 2025 dataset; level of theory: wB97M-V/def2-TZVPD.

Summary:
Energy above the lowest of the compared OMol25 structures with the same formula, charge and spin ... 0.0 kJ/mol
Gap between HOMO and LUMO ... 9.657 eV
Electronic energy ... -172142.590 eV
Lowest unoccupied orbital energy ... -0.448 eV
2S+1 ... 1
Charge ... 0

Last column: Löwdin charge in e.
Element x y z (Å)
1 O -2.54 6.20 1.03  0.040
2 H 2.87 12.51 -2.67  0.125
3 H 1.65 -14.30 3.01  0.126
4 H 1.94 -8.74 -1.89  0.079
5 C -0.59 -5.35 -1.64  -0.534
6 H 4.86 11.06 -2.45  0.083
7 H 2.54 4.42 0.09  0.071
8 C 0.83 -1.26 3.33  -0.496
9 H 3.29 -7.69 -1.48  0.083
10 H 3.84 4.88 -1.03  0.085
11 F 0.69 -14.01 -1.44  0.165
12 C 0.00 -12.92 2.93  -0.059
13 C 0.96 10.00 -2.14  -0.391
14 F 1.47 -12.08 -2.02  0.168
15 H -3.07 -1.01 4.15  0.113
16 H -2.79 2.07 1.31  0.069
17 H -1.98 7.21 -1.43  0.044
18 C 1.57 -12.62 0.29  -0.392
19 O 0.70 -1.41 4.67  0.164
20 H 3.09 -9.24 -0.64  0.076
21 C -3.03 7.42 0.44  -0.183
22 H -3.11 1.08 -0.08  0.100
23 H -2.46 8.27 0.80  0.127
24 O -5.41 1.26 1.09  0.163
25 H 1.97 6.55 -1.04  0.119
26 C -2.47 -2.99 3.49  -0.106
27 H 3.91 10.57 -3.87  0.085
28 C 1.89 5.61 -1.59  -0.197
29 H -3.45 -1.43 1.58  0.098
30 H -0.03 -12.78 4.01  0.083
31 C -4.48 0.76 1.56  -0.552
32 C -0.32 -1.99 2.61  -0.503
33 H -2.63 -3.37 2.48  0.095
34 F -1.17 -4.71 -0.60  0.060
35 H 2.74 11.55 -1.21  0.125
36 O 1.51 11.01 -2.80  0.035
37 C -3.56 -1.89 3.73  -0.125
38 O 1.68 -11.48 0.63  0.161
39 F -1.34 10.53 -2.46  0.163
40 H -0.27 -11.98 2.45  0.077
41 O -1.14 -1.76 5.92  0.252
42 F 0.46 4.50 1.63  0.165
43 C 3.91 10.64 -2.78  -0.057
44 H -3.42 8.21 -1.53  0.088
45 C -4.18 -1.40 2.40  -0.166
46 H -4.05 7.54 0.78  0.126
47 F 3.59 5.88 -5.25  0.159
48 F 2.83 -13.66 -1.43  0.164
49 C -0.39 9.63 -2.77  -0.517
50 H -4.31 -2.19 4.46  0.121
51 O 2.28 5.89 -2.94  0.030
52 O 1.64 -0.67 2.76  0.198
53 Br -0.50 -2.29 0.77  0.927
54 H -2.56 -3.80 4.22  0.125
55 F -0.82 8.44 -2.35  0.134
56 C 2.56 -8.39 -1.06  -0.057
57 H 3.83 9.62 -2.39  0.076
58 F -1.54 3.75 1.31  0.143
59 C -3.10 1.07 1.00  0.028
60 C -0.84 4.78 1.80  -0.519
61 F -0.32 9.58 -4.11  0.170
62 C -2.99 7.32 -1.08  -0.055
63 H -3.54 6.44 -1.41  0.091
64 C -0.03 -6.71 -1.21  -0.397
65 H 2.15 -12.64 2.76  0.125
66 F -1.06 4.83 3.12  0.171
67 C 1.72 -7.72 0.00  -0.193
68 O -0.44 6.94 0.78  0.168
69 H 0.84 5.30 -1.54  0.120
70 H -5.05 -2.03 2.21  0.135
71 C 1.64 -13.10 -1.17  -0.534
72 H 2.71 3.61 -1.48  0.081
73 C 1.38 -13.38 2.50  -0.197
74 C 1.84 5.04 -3.87  -0.398
75 F 0.36 -4.54 -2.13  0.155
76 O 1.09 -6.53 -0.52  0.031
77 H 2.35 -7.39 0.82  0.126
78 F -1.52 -5.48 -2.59  0.173
79 F 1.57 6.55 -5.67  0.160
80 C 2.79 4.57 -0.96  -0.049
81 O 1.41 9.47 -1.17  0.171
82 C -1.22 6.11 1.13  -0.393
83 H -2.35 0.37 1.39  0.059
84 O 1.16 4.08 -3.67  0.173
85 H 0.97 -8.40 0.41  0.122
86 C 2.76 11.50 -2.29  -0.196
87 F 2.17 4.53 -6.16  0.169
88 C -1.14 -2.30 3.58  -0.190
89 C 2.30 5.50 -5.26  -0.533
90 O 1.42 -13.67 1.10  0.036
91 O -4.65 -0.06 2.64  -0.016
92 C -0.61 -1.82 4.91  -0.412
93 H -0.75 -13.66 2.65  0.085
94 O -0.55 -7.76 -1.43  0.176



A structure of composition C29H34N5O3SW. Source: the Open Molecules 2025 dataset; level of theory: wB97M-V/def2-TZVPD.

Summary:
Energy above the lowest of the compared OMol25 structures with the same formula, charge and spin ... 82.2 kJ/mol
Gap between HOMO and LUMO ... 6.650 eV
Electronic energy ... -56853.851 eV
Lowest unoccupied orbital energy ... -10.331 eV
2S+1 ... 1
Charge ... +3

Last column: Löwdin charge in e.
Element x y z (Å)
1 H 1.08 4.10 -4.56  0.138
2 H -1.93 -3.30 -0.90  0.158
3 N 1.69 -2.01 -0.48  0.059
4 H 1.29 -5.37 -1.68  0.072
5 O 0.39 1.70 -0.90  -0.369
6 C -0.76 -3.58 -3.24  0.008
7 C -1.19 -2.52 -1.06  -0.040
8 H 1.89 3.21 0.18  0.114
9 C -0.20 -3.52 -4.49  -0.020
10 H 1.56 -5.57 0.06  0.086
11 H -0.44 3.65 -0.08  0.103
12 C 0.53 -2.39 -4.87  0.002
13 H -2.83 0.61 2.31  0.141
14 H 3.44 3.27 -4.72  0.140
15 C 2.79 2.92 -3.93  0.016
16 H -2.08 2.81 1.68  0.144
17 H 0.95 -2.34 -5.87  0.132
18 H -3.00 -1.69 0.63  0.138
19 C 2.05 -5.45 -0.90  -0.053
20 C 3.49 -1.25 4.82  -0.012
21 H -1.36 -4.44 -2.94  0.136
22 C -0.56 -2.52 -2.33  -0.157
23 H 2.57 2.23 3.04  0.155
24 N -1.02 -1.69 -0.07  -0.069
25 C 2.85 -2.38 4.32  -0.006
26 H 3.49 -4.13 -1.86  0.141
27 O 0.25 -0.37 -1.88  -0.268
28 H 4.27 1.62 -3.07  0.134
29 N -1.23 1.00 1.02  -0.242
30 H 3.76 0.87 4.62  0.137
31 C 2.42 1.56 -1.99  -0.571
32 C -0.16 3.43 0.95  -0.130
33 N 1.17 2.06 -1.94  -0.138
34 H -0.34 -4.33 -5.19  0.130
35 H 1.78 3.61 1.88  0.131
36 C -1.06 2.41 1.61  -0.151
37 C 1.80 -1.06 2.65  -0.276
38 C -1.80 0.26 2.23  -0.136
39 H -0.36 3.23 -2.68  0.156
40 C 0.16 -1.40 -2.73  -0.294
41 C -2.29 1.13 -0.03  -0.037
42 H 1.49 -3.17 2.84  0.130
43 S 2.87 0.43 -0.77  0.893
44 C 3.26 2.00 -3.02  -0.025
45 H 2.64 -6.34 -1.10  0.098
46 H -1.97 1.84 -0.78  0.091
47 C 2.00 -2.30 3.22  0.020
48 H 3.02 -3.34 4.79  0.131
49 C -1.76 -1.26 2.31  -0.151
50 C 0.67 2.94 -2.84  0.037
51 C -2.01 -1.96 1.01  -0.164
52 C 1.31 3.02 1.09  -0.154
53 C 0.70 -1.32 -4.01  0.036
54 H -2.02 -3.04 1.19  0.138
55 N 1.45 1.59 1.46  -0.094
56 H -0.83 -1.60 2.76  0.098
57 H -2.55 -1.55 2.99  0.148
58 C 1.47 3.39 -3.85  0.015
59 C 2.98 -4.23 -0.91  -0.157
60 H -0.70 2.29 2.62  0.120
61 H 3.75 -4.31 -0.14  0.140
62 C 2.14 1.37 2.52  -0.034
63 H -2.49 0.17 -0.51  0.081
64 H -1.27 0.63 3.11  0.124
65 C 2.42 0.09 3.13  -0.127
66 C 3.27 -0.01 4.23  0.024
67 O 0.97 -0.90 1.59  -0.309
68 C 2.26 -2.99 -0.66  -0.067
69 H 1.24 -0.43 -4.31  0.127
70 W 0.54 -0.08 0.00  1.843
71 H -0.32 4.35 1.51  0.141
72 H -3.21 1.49 0.43  0.115
73 H 4.15 -1.34 5.67  0.131



A structure of composition C29H35As3F4LiN6S2. Source: the Open Molecules 2025 dataset; level of theory: wB97M-V/def2-TZVPD.

Summary:
Energy above the lowest of the compared OMol25 structures with the same formula, charge and spin ... 65.8 kJ/mol
Gap between HOMO and LUMO (alpha / beta) ... 5.741 / 4.532 eV
Electronic energy ... -254838.377 eV
Lowest unoccupied orbital energy (alpha / beta) ... 0.581 / -0.483 eV
2S+1 ... 1
Charge ... -1

Last column: Löwdin charge in e.
Element x y z (Å)
1 N 7.06 6.97 14.77  -0.099
2 C 7.01 14.41 14.18  -0.350
3 C 7.38 8.44 18.53  -0.113
4 N 10.60 11.85 17.57  0.106
5 C 10.06 10.69 19.79  -0.171
6 H 6.96 6.84 13.76  0.055
7 H 12.62 10.64 8.36  -0.014
8 C 8.99 9.74 19.86  -0.020
9 C 3.94 11.11 19.57  -0.109
10 H 9.22 15.05 12.64  0.076
11 C 8.19 9.49 18.69  -0.116
12 S 5.74 11.23 16.05  0.655
13 H 10.70 15.89 10.91  0.079
14 H 3.73 10.11 17.68  0.096
15 H 9.55 10.44 11.89  -0.044
16 H 8.17 14.84 11.23  0.083
17 H 12.13 11.88 15.69  -0.030
18 H 11.11 9.79 12.46  0.023
19 C 12.04 11.08 9.15  -0.350
20 Li 8.75 12.06 16.64  0.434
21 H 9.31 11.68 10.32  0.049
22 C 9.33 11.04 7.60  -0.346
23 C 6.40 12.55 11.73  -0.309
24 S 7.38 13.46 17.80  0.506
25 C 7.72 7.92 20.85  -0.089
26 H 11.56 14.83 9.85  0.055
27 H 12.71 10.69 14.35  0.033
28 N 4.86 5.32 21.44  0.162
29 As 10.56 12.09 13.59  1.029
30 F 9.58 8.86 21.99  0.104
31 C 4.63 12.06 20.31  -0.112
32 C 11.00 10.91 20.84  -0.201
33 H 3.11 10.50 19.92  0.100
34 H 13.03 12.41 14.22  -0.008
35 H 6.13 13.97 14.67  -0.004
36 H 11.60 10.27 9.80  0.027
37 H 6.67 15.32 13.62  0.031
38 H 6.12 13.69 20.25  0.100
39 C 4.29 10.86 18.26  -0.147
40 N 6.06 6.07 15.25  -0.120
41 C 5.37 6.00 20.64  -0.213
42 H 5.16 6.58 15.44  0.032
43 F 8.18 10.41 17.69  -0.039
44 C 10.15 10.28 12.75  -0.308
45 H 6.81 7.89 15.01  0.015
46 C 5.39 11.49 17.62  -0.826
47 C 8.77 8.82 20.91  -0.138
48 C 10.38 11.35 18.62  -0.197
49 C 6.05 12.57 18.41  -0.723
50 C 10.59 15.00 10.29  -0.101
51 C 9.53 12.72 9.98  -0.387
52 H 9.62 9.66 13.51  0.029
53 H 5.68 13.34 11.75  -0.005
54 F 7.22 7.94 17.26  0.069
55 C 12.27 11.72 14.60  -0.353
56 H 6.77 12.38 10.70  0.006
57 H 7.66 14.77 15.01  0.003
58 N 4.56 6.77 17.38  0.178
59 C 10.05 13.72 11.03  -0.665
60 H 11.75 12.31 11.42  0.030
61 H 5.99 11.64 12.20  0.012
62 H 12.82 11.69 9.70  0.018
63 N 11.81 11.15 21.67  0.138
64 C 6.99 7.65 19.65  -0.023
65 C 5.11 6.71 18.43  -0.166
66 C 5.62 12.83 19.74  -0.147
67 H 8.66 13.11 9.45  0.053
68 As 10.65 12.33 8.35  1.114
69 H 11.82 13.86 12.33  0.063
70 H 9.75 10.03 7.37  0.028
71 F 7.46 7.15 21.97  0.070
72 H 4.47 12.11 21.39  0.102
73 H 6.38 5.75 16.17  0.034
74 H 8.88 11.56 6.76  -0.004
75 C 5.90 6.71 19.57  -0.171
76 H 9.86 15.27 9.48  0.083
77 C 11.17 13.12 11.87  -0.304
78 H 8.56 10.80 8.35  0.013
79 C 8.88 14.31 11.88  -0.389
80 As 7.86 13.05 13.02  1.019



> Number 2 is which compound?

C29H34BaN7O4PSi2



> 2S+1 of number 4 (C29H34N5O3SW)?

1



> The highest charge belongs to which entry?

C29H34N5O3SW



> Which of these has the highest electronic energy?

C29H34N5O3SW